# 1
56
Properties=species:S:1:pos:R:3:forces:R:3:mulliken_spin:R:1 method="wB97M-V/def2-TZVPD" homo_lumo_gap_ev="8.48 / 5.28" homo_energy_ev="-17.10 / -17.11" lumo_ev="-8.61 / -11.84" spin_multiplicity=5 total_charge=+3 total_energy_ev=-82762.425 s2=6.010
Co -0.117826 0.114671 -0.011099 0.3 -0.3 -0.2 3.0786
C -2.764831 -3.090355 -1.194883 0.0 0.0 0.0 0.0022
C -2.221982 -2.013650 -0.493808 0.0 0.0 0.0 0.0216
N -1.167985 -1.339424 -0.943004 -0.1 0.0 0.0 0.0477
C -0.600470 -1.713907 -2.118392 0.0 0.1 -0.1 0.0156
C -1.070805 -2.782479 -2.881412 0.0 0.0 0.0 -0.0008
C -2.191189 -3.478120 -2.383584 0.0 0.0 0.0 0.0167
C -0.405210 -3.105444 -4.112453 0.0 0.0 0.0 0.0020
C 0.651459 -2.379179 -4.539407 0.0 0.0 0.0 0.0018
C 1.140701 -1.266081 -3.775117 0.0 0.0 0.0 -0.0011
C 2.219819 -0.452657 -4.174365 0.0 0.0 0.0 0.0132
C 2.609204 0.598646 -3.378593 0.0 0.0 0.0 0.0038
C 1.934220 0.835649 -2.180568 0.0 0.0 0.1 0.0123
N 0.915295 0.086323 -1.776935 0.1 0.0 0.0 0.0428
C 0.519986 -0.946671 -2.566741 -0.1 0.0 -0.1 0.0231
H -3.624471 -3.606808 -0.792691 0.0 0.0 0.0 -0.0002
H -2.636225 -1.694178 0.454075 0.0 0.0 0.0 0.0046
H -2.594451 -4.314639 -2.941179 0.0 0.0 0.0 -0.0001
H -0.770668 -3.941686 -4.693925 0.0 0.0 0.0 0.0000
H 1.147289 -2.623380 -5.469809 0.0 0.0 0.0 0.0002
H 2.734382 -0.657042 -5.105261 0.0 0.0 0.0 0.0000
H 3.429732 1.242230 -3.661513 0.0 0.0 0.0 0.0006
H 2.234517 1.647850 -1.530009 0.0 0.0 0.0 0.0070
C -0.413800 4.590949 0.224323 -0.1 -0.1 0.0 0.0046
O -0.999767 3.313755 0.693514 0.0 0.0 0.0 0.0519
P -1.578530 2.125270 -0.102668 0.0 -0.1 -0.1 0.3464
O -2.903191 1.637492 0.517694 0.0 0.1 0.0 0.0396
C -3.770921 2.261049 1.553359 0.1 0.0 -0.1 0.0082
O -1.703381 2.463812 -1.604935 -0.1 0.1 0.0 0.0678
C -2.866906 2.368685 -2.515813 0.1 0.0 0.1 0.0018
H -0.818932 5.348737 0.885306 0.0 0.0 0.0 0.0045
H -0.705761 4.760754 -0.806986 0.0 0.0 0.0 -0.0006
H 0.661420 4.506307 0.334910 0.0 0.0 0.0 0.0011
H -4.768990 2.262976 1.130323 0.0 0.0 0.0 0.0041
H -3.415014 3.265257 1.758415 0.0 0.0 0.0 0.0018
H -3.707359 1.624235 2.427678 0.0 0.0 0.0 0.0007
H -2.835561 3.271043 -3.115707 0.0 0.0 0.0 0.0042
H -3.777899 2.308948 -1.928967 0.0 0.0 0.0 0.0004
H -2.720420 1.482939 -3.124201 0.0 0.0 0.0 0.0013
O -0.224673 -0.853375 1.779418 -0.1 0.1 0.1 0.0847
C 1.012076 -0.690957 1.957510 -0.1 0.0 0.1 -0.0008
O 1.667916 -0.006663 1.122607 0.0 0.1 0.0 0.0812
C 1.677207 -1.325917 3.155430 0.0 0.0 0.0 -0.0063
N 3.162392 -1.020732 3.141583 0.0 0.0 0.0 0.0047
C 3.466052 -0.181620 4.374813 0.0 0.0 -0.1 -0.0002
C 2.424042 -0.666051 5.362657 0.0 0.0 0.0 0.0005
C 1.162842 -0.787096 4.506893 0.0 0.0 0.0 0.0030
H 1.551867 -2.405694 3.080317 0.0 0.0 0.0 0.0005
H 3.409602 -0.538413 2.272039 0.0 0.0 0.0 0.0031
H 3.698886 -1.887700 3.177489 0.0 0.0 0.0 0.0000
H 3.312096 0.857508 4.088115 0.0 0.0 0.0 -0.0002
H 4.504638 -0.333071 4.655831 0.0 0.0 0.0 0.0001
H 2.304343 0.029548 6.189987 0.0 0.0 0.0 0.0001
H 2.710603 -1.632362 5.781723 0.0 0.0 0.0 0.0001
H 0.694967 0.188702 4.369167 0.0 0.0 0.0 -0.0007
H 0.419639 -1.457982 4.928866 0.0 0.0 0.0 0.0008

=====

# 2
36
Properties=species:S:1:pos:R:3:forces:R:3:mulliken_spin:R:1 method="wB97M-V/def2-TZVPD" homo_lumo_gap_ev="4.17 / 3.67" homo_energy_ev="0.45 / 0.57" lumo_ev="4.63 / 4.23" spin_multiplicity=5 total_charge=-2 total_energy_ev=-56619.031 relative_energy_kj_mol=116.4 s2=6.017
C -0.336997 1.129247 -1.050025 -0.3 -0.3 0.8 0.0837
C -0.300629 1.685314 0.253039 -0.4 -0.9 0.0 0.2866
C -0.749452 0.696163 1.183343 -0.5 0.1 -1.1 0.2090
C 0.114106 3.062275 0.598294 0.2 0.6 0.1 0.0269
C -1.047123 -0.514350 0.453763 0.0 1.3 -0.6 0.1243
C -0.760312 -0.251753 -0.950152 -0.8 0.7 1.0 0.3340
C -1.156798 -1.124869 -2.083680 0.3 -0.3 -0.1 -0.0218
C -0.021454 1.862903 -2.292851 0.3 0.1 -0.6 -0.0309
C -1.000297 0.934474 2.621946 0.1 0.0 0.7 -0.0115
C -1.803751 -1.680323 0.986206 0.1 -0.5 0.1 -0.0169
Pt 1.366897 -0.557110 0.205682 -1.2 1.2 -1.1 1.7468
Cl 2.792138 1.439750 0.849192 0.8 0.9 0.3 0.1909
Cl 2.200678 -0.301472 -1.987779 0.6 0.0 -0.6 0.2810
O 0.963568 -2.524313 -0.135689 0.2 -1.2 0.4 0.4508
H 0.882018 3.432522 -0.092104 -0.2 -0.2 0.2 0.0059
H 0.547216 3.117936 1.604882 -0.1 -0.1 -0.2 0.0022
H -0.732956 3.763542 0.564705 0.0 -0.1 0.0 0.0155
H -0.152878 1.449932 3.096938 -0.1 -0.2 -0.1 0.0105
H -1.186337 -0.004423 3.162621 0.2 0.2 -0.1 0.0013
H -1.875571 1.578556 2.800168 0.1 -0.1 -0.2 0.0178
H -1.468235 -1.934030 1.997806 0.1 -0.1 -0.1 0.0053
H -1.652811 -2.549266 0.335398 0.1 0.1 0.2 0.0052
H -2.890268 -1.509816 1.064778 0.2 0.2 -0.2 0.0121
H -1.115620 -2.170652 -1.768985 0.1 0.1 -0.2 0.0059
H -0.468095 -0.998342 -2.922561 0.1 -0.2 0.0 0.0030
H -2.176499 -0.915592 -2.444430 0.1 0.1 0.2 0.0166
H 0.913296 2.428345 -2.185877 -0.1 -0.2 0.0 0.0085
H -0.811436 2.584207 -2.556627 0.0 -0.1 0.1 0.0195
H 0.122921 1.168873 -3.128865 0.0 0.2 0.2 0.0016
H 1.243850 -2.847392 0.735382 -0.2 -0.4 -0.3 -0.0374
O 1.850174 -2.575110 -4.417267 -0.3 -0.9 -0.5 0.0133
H 1.705222 -3.535173 -4.582876 0.1 0.8 0.2 -0.0004
Cl 3.131433 -1.660539 2.428061 1.1 -0.6 0.5 0.0316
C 1.538004 -0.940451 2.236669 -0.6 -0.1 1.1 0.2497
H 0.819745 -1.701157 2.564341 0.0 0.2 0.2 -0.0212
H 1.516255 -0.037906 2.856550 -0.1 -0.3 -0.1 -0.0193

=====

# 3
13
Properties=species:S:1:pos:R:3:forces:R:3:nbo_charge:R:1 method="wB97M-V/def2-TZVPD" homo_lumo_gap_ev=9.45 homo_energy_ev=-21.11 lumo_ev=-11.66 total_charge=+2 total_energy_ev=-9149.463 relative_energy_kj_mol=0.0
C 0.416036 -1.408199 0.087065 -2.6 1.6 -0.4 0.1390
C 1.040978 -0.033855 0.096729 -0.2 1.0 0.1 0.5290
C -1.196813 0.106721 0.034285 1.8 0.2 0.5 0.6538
N -0.853077 -1.193030 -0.007474 0.9 -3.9 0.2 -0.3399
N -0.082654 0.865219 0.248371 3.9 2.3 -0.9 -0.5817
N 2.318843 0.175475 -0.106732 -3.4 0.6 0.8 -0.5655
N -2.409797 0.418181 -0.072271 -0.8 3.2 -0.2 -0.5683
H 0.801466 -2.420234 0.088341 0.5 0.1 0.0 0.3041
H 0.094447 1.954979 0.199121 -0.9 -2.8 0.1 0.5042
H 2.808975 -0.685955 -0.195735 1.4 -0.4 -0.2 0.4670
H 2.752285 1.097547 -0.119879 0.3 -0.2 -0.1 0.4811
H -3.088368 -0.346913 -0.129530 -0.3 0.4 -0.2 0.4997
H -2.602322 1.470064 -0.122292 -0.7 -2.1 0.2 0.4774